Below is one molecule with the formula C5H10O2, with properties calculated with ωB97M-V/def2-TZVPD.

The HOMO-LUMO gap is 0.3854 Eh. Its SMILES is COC[C@H]1C[C@H]1O. As for the energy relative to the best compared isomer or geometry (same formula, charge and spin): 2.601 eV. The charge is 0. As for the total energy: -9440.4418 eV.

Structure (XYZ):
```
17
Properties=species:S:1:pos:R:3:forces:R:3:lowdin_charge:R:1
H 1.636 1.764 -0.992 0.02 -0.22 0.06 0.115
H 1.108 -1.289 -0.660 -0.10 0.23 0.11 0.134
H -0.629 1.034 -1.572 -0.01 -0.18 0.08 0.133
C 1.881 0.789 -0.572 0.13 0.11 -0.05 -0.057
C -0.610 0.061 -1.070 0.02 0.02 -0.11 -0.160
H -0.950 -0.704 -1.784 0.12 0.11 0.08 0.126
C -1.777 -1.008 0.721 -0.07 -0.19 0.03 -0.089
O 0.349 1.409 1.276 -0.09 0.00 -0.02 -0.013
H -0.822 -1.431 1.061 -0.16 0.06 -0.04 0.093
H -2.376 -0.746 1.598 0.07 -0.06 -0.19 0.098
O -1.586 0.177 -0.025 -0.01 0.01 -0.07 -0.227
C 1.204 0.461 0.719 0.27 -0.22 -0.04 -0.340
H 2.904 0.455 -0.733 -0.25 0.06 0.01 0.102
H -2.315 -1.754 0.121 0.08 0.02 0.08 0.093
C 0.782 -0.255 -0.546 -0.14 -0.07 0.05 -0.215
H 1.759 -0.120 1.457 -0.08 0.14 -0.14 0.143
H -0.555 1.158 1.001 0.20 0.18 0.16 0.064
```
Positions in Å, forces in eV/Å.

***

Below is a 2-piece molecular cluster, C5H10O2 overall in a non-equilibrium geometry, with properties calculated with ωB97M-V/def2-TZVPD.

The HOMO-LUMO gap is 0.2981 Eh. Its SMILES is C=C/C=C(/C)O.O. As for the energy relative to the best compared isomer or geometry (same formula, charge and spin): 3.706 eV. The charge is 0. As for the total energy: -9439.3372 eV.

Structure (XYZ):
```
17
Properties=species:S:1:pos:R:3:forces:R:3:lowdin_charge:R:1
C -0.235 1.133 1.029 0.31 -1.19 -0.88 -0.225
H 1.428 -0.907 -2.302 0.03 -0.04 0.02 0.099
H -0.695 2.075 -1.372 0.07 -0.04 0.15 0.114
H 1.674 0.652 0.110 0.00 -1.58 0.16 0.116
H 0.015 -1.752 -1.684 -0.10 -0.15 -0.19 0.083
H -0.127 -0.670 -3.132 0.01 -0.24 -0.01 0.087
C 0.600 0.587 -0.045 -0.68 0.32 -0.01 -0.122
C 0.033 0.308 -1.272 1.89 1.67 -0.16 -0.350
O -0.746 -2.073 1.128 0.70 -0.07 0.22 -0.071
O -0.680 1.272 -1.907 -1.48 -0.89 0.14 0.068
H -1.233 1.451 0.728 0.12 0.66 0.27 0.107
H -0.657 1.410 2.986 -0.41 -0.71 0.28 0.048
C -0.054 0.806 2.312 -0.22 2.01 0.84 -0.030
H 0.753 0.283 2.810 0.30 -0.03 -0.61 0.057
H -0.330 -2.307 1.968 -0.41 -0.25 0.04 0.037
C 0.346 -0.836 -2.167 0.22 0.36 0.06 -0.005
H -0.091 -1.431 0.810 -0.36 0.17 -0.32 -0.012
```
Positions in Å, forces in eV/Å.

***

Below is one molecule with the formula C5H10O2S, with properties calculated with ωB97M-V/def2-TZVPD.

The HOMO-LUMO gap is 0.3963 Eh. Its SMILES is CCCCOC(=O)S. As for the energy relative to the best compared isomer or geometry (same formula, charge and spin): 0.230 eV. The charge is 0. As for the total energy: -20277.4614 eV.

Structure (XYZ):
```
18
Properties=species:S:1:pos:R:3:forces:R:3:lowdin_charge:R:1
H 1.478 1.347 -0.065 -0.01 0.00 0.02 0.118
H 1.090 -0.690 -1.436 -0.12 -0.05 0.00 0.116
H 0.096 -1.368 -0.144 -0.01 0.00 -0.16 0.097
H -0.538 1.183 -1.708 -0.04 -0.08 0.04 0.127
H 2.482 -2.175 -0.061 0.01 -0.02 0.03 0.070
H -0.441 2.503 -0.544 -0.10 0.02 0.03 0.123
C -0.543 1.425 -0.643 -0.01 0.11 -0.37 -0.160
H -3.271 0.528 1.823 0.13 0.01 0.07 -0.119
O -2.154 -0.821 -1.138 0.22 -0.19 -0.13 0.054
H 3.004 -0.515 0.246 0.02 -0.03 -0.03 0.071
H 0.394 0.751 1.170 -0.05 0.04 -0.01 0.126
C 0.924 -0.692 -0.356 0.07 -0.01 0.18 -0.264
C 2.171 -1.215 0.350 -0.02 0.07 0.02 -0.114
H 1.987 -1.348 1.418 0.02 0.00 -0.01 0.074
O -1.852 1.155 -0.090 0.16 -0.15 0.55 -0.087
C 0.588 0.728 0.094 0.13 0.04 -0.01 -0.190
C -2.291 -0.112 -0.188 -0.17 0.18 -0.16 -0.910
S -3.123 -0.682 1.272 -0.23 0.06 -0.07 0.868
```
Positions in Å, forces in eV/Å.

***

Below is a 4-piece molecular cluster, C5H10O2S overall in a non-equilibrium geometry, with properties calculated with ωB97M-V/def2-TZVPD.

The HOMO-LUMO gap is 0.3380 Eh. As for the energy relative to the best compared isomer or geometry (same formula, charge and spin): 7.022 eV. The charge is 0. As for the total energy: -20270.6698 eV.

Structure (XYZ):
```
18
Properties=species:S:1:pos:R:3:forces:R:3:lowdin_charge:R:1
O 0.133 -0.640 -0.394 -2.97 0.24 1.22 -0.163
C 1.124 -0.192 0.392 4.85 -0.81 0.94 -0.760
C -2.224 -0.636 -0.383 0.09 0.14 -0.84 -0.041
C -0.957 -0.239 0.452 -2.57 -0.37 -2.83 -0.472
C -0.399 1.956 -0.184 1.71 4.80 -2.41 -0.520
H -2.389 0.614 -1.091 -0.23 -4.42 2.13 0.176
H -0.714 2.016 -1.287 0.15 -1.04 1.29 0.094
H -0.717 -0.697 1.406 -1.25 -0.05 0.21 0.130
H 2.126 -2.255 0.048 0.66 2.99 0.86 0.137
H -1.620 -1.596 -1.316 -2.72 2.89 3.06 0.193
S 1.471 1.506 -0.150 -0.67 1.12 0.48 0.907
H 0.851 -0.324 1.508 1.00 0.66 -1.60 0.141
O -1.014 1.208 0.689 -1.51 -3.46 1.96 -0.171
H -3.285 -1.080 0.543 3.31 1.53 -3.54 0.180
H 3.286 -0.729 0.586 -0.42 -0.59 0.18 0.069
H 2.604 -0.932 -1.012 -0.11 0.32 0.17 0.057
C 2.380 -1.059 0.056 -0.62 -1.78 -0.82 -0.100
H -0.656 3.077 0.138 1.28 -2.17 -0.45 0.139
```
Positions in Å, forces in eV/Å.

***

Below is a 2-piece molecular cluster, C5H10O3 overall in a non-equilibrium geometry, with properties calculated with ωB97M-V/def2-TZVPD.

The HOMO-LUMO gap is 0.3215 Eh. Its SMILES is C=CC(=O)O.CCO. As for the energy relative to the best compared isomer or geometry (same formula, charge and spin): 3.435 eV. The charge is 0. As for the total energy: -11486.7519 eV.

Structure (XYZ):
```
18
Properties=species:S:1:pos:R:3:forces:R:3:lowdin_charge:R:1
O -1.191 -1.081 -1.821 0.11 -0.23 -0.12 0.089
H 0.732 -0.619 0.022 -0.71 0.44 -0.17 0.068
O 2.973 0.707 -0.688 0.00 0.11 -0.50 -0.084
C -1.774 -0.059 -1.162 1.27 0.50 0.02 -0.561
H -2.166 0.637 0.815 0.41 0.16 0.17 0.119
O -2.222 0.904 -1.734 -0.13 -0.24 0.23 0.099
H 2.600 1.395 -1.252 0.07 -0.09 0.07 0.088
H 2.853 0.018 1.196 0.21 0.17 -0.01 0.087
C 0.589 0.317 0.552 6.28 1.97 0.58 -0.041
H -1.116 -0.841 -2.758 -0.26 0.01 0.17 0.132
H -2.102 -1.555 1.916 0.09 0.01 0.14 0.064
H -1.398 -2.309 0.377 -0.31 -0.11 -0.14 0.073
H 2.476 1.773 1.028 0.01 -0.04 0.02 0.088
C -1.791 -1.442 0.889 0.61 1.83 -0.74 0.052
H 0.428 0.276 1.625 -0.45 -0.13 -0.28 0.064
H 0.404 1.295 0.105 -1.20 -0.76 -0.34 0.076
C -1.691 -0.200 0.320 -3.33 -2.44 0.18 -0.172
C 2.399 0.784 0.571 -2.66 -1.17 0.72 -0.243
```
Positions in Å, forces in eV/Å.

***

Below is one molecule with the formula C5H10O3, with properties calculated with ωB97M-V/def2-TZVPD.

The HOMO-LUMO gap is 0.3029 Eh. As for the energy relative to the best compared isomer or geometry (same formula, charge and spin): 5.675 eV. The charge is 0. As for the total energy: -11484.5115 eV.

Structure (XYZ):
```
18
Properties=species:S:1:pos:R:3:forces:R:3:lowdin_charge:R:1
C -0.785 1.321 0.595 0.00 -0.03 0.02 -0.008
O 0.384 -1.307 0.632 0.31 0.19 0.25 -0.200
H 2.352 -1.178 -0.317 -0.09 0.03 -0.01 0.141
H 1.314 1.292 -1.093 -0.01 -0.01 0.07 0.126
H -2.255 -0.855 -0.213 0.04 0.04 -0.01 0.098
H 1.073 -0.912 2.330 -0.02 -0.06 -0.09 0.079
O 2.095 0.248 1.114 -0.18 -0.11 -0.17 -0.064
H -1.233 -1.339 -1.590 0.02 0.05 0.02 0.094
H -1.642 1.034 1.204 0.02 -0.01 -0.04 0.097
C -1.602 -0.496 -1.009 0.00 -0.05 0.03 -0.025
H -2.201 0.142 -1.673 0.07 0.00 0.05 0.110
C 1.676 -0.477 0.198 -0.41 -0.07 0.34 -0.423
H -0.996 2.288 0.124 0.02 -0.07 -0.02 0.112
H 0.889 -0.226 -1.993 -0.04 -0.01 0.02 0.113
H 0.105 1.457 1.217 0.02 -0.04 -0.06 0.096
C -0.495 0.333 -0.470 0.26 -0.04 0.06 -0.278
O 0.524 -1.665 2.013 0.07 0.25 -0.49 -0.029
C 0.797 0.339 -1.069 -0.08 -0.06 0.04 -0.038
```
Positions in Å, forces in eV/Å.

***

> Look up the charge of the fifth one.

0

***

> charge of number 2 (C5H10O2)?

0